Density functional theory data (the ωB97M-V functional and the def2-TZVPD basis) for 12 unconnected molecules or ions with the total composition C4H22BO19.

ORCA input file:
```
! RIJCOSX wB97M-V def2-TZVPD def2/J DEFGRID3
* xyz 0 2
O 3.80689 0.44079 -0.32777
C 2.62674 0.38479 -0.71686
O 1.47433 0.67393 -0.05048
B 0.32405 0.19357 -0.83308
O 0.86373 0.08961 -2.22234
C 2.18758 0.18575 -2.23149
O 2.90014 -0.01989 -3.22804
O -0.71288 1.26111 -0.81143
C -1.85068 0.75663 -0.35396
O -2.99558 1.30822 -0.21302
C -1.55330 -0.78524 -0.02364
O -0.27677 -1.01674 -0.32996
O -2.30626 -1.62893 0.48567
O 5.43297 0.15024 1.73453
H 5.26319 -0.14157 0.83884
H 4.57497 0.41238 2.06821
O -0.87298 -4.15256 0.02548
H -1.40824 -3.42992 0.35339
H -0.07146 -3.73417 -0.28876
O -6.07377 2.66591 1.03097
H -6.72794 2.48719 0.35543
H -5.23829 2.44130 0.62138
O -3.08029 1.83124 2.75331
H -2.88585 1.87132 1.81692
H -2.65658 1.02664 3.05217
O 2.59486 3.17352 1.23149
H 2.38244 3.83231 1.89262
H 2.74630 2.37163 1.73176
O -5.17911 -1.02846 -0.16224
H -4.23941 -1.08269 0.01171
H -5.24344 -0.96323 -1.11504
O 5.51186 -0.91584 -3.12292
H 5.57356 0.03892 -3.09374
H 4.57561 -1.09317 -3.21356
O 3.37231 -2.14082 0.97175
H 3.69727 -2.49453 1.79971
H 3.27565 -1.20229 1.13318
O -1.98020 -0.83666 3.35167
H -2.41314 -0.76105 4.20201
H -2.31475 -1.65463 2.98392
O 1.07126 -3.35956 -3.36865
H 1.59814 -3.62848 -2.61611
H 0.47729 -2.69460 -3.02042
O -1.98934 4.02199 -0.80154
H -1.49638 3.21416 -0.94517
H -2.76448 3.93190 -1.35589
*
```

Calculated values
max |F| = 6.3 eV Å⁻¹
<S²> = 0.760
E_HOMO (alpha / beta) = -10.5 / -10.5 eV
relative energy (zero: lowest compared OMol25 entry of this formula, charge and spin) = 0.342 eV
Kohn-Sham gap (alpha / beta) = 6.92 / 2.67 eV

Atom charges from the natural (NBO) analysis, given in e for atoms 1 to 8: number 1, O, carries -0.397; number 2, C, carries 0.730; number 3, O, carries -0.557; number 4, B, carries 1.200; number 5, O, carries -0.544; number 6, C, carries 0.711; number 7, O, carries -0.259; number 8, O, carries -0.653